This record from the Open Molecules 2025 dataset describes a molecular structure, C8H10CdN4O3S in a non-equilibrium geometry. The level of theory is the ωB97M-V functional and the def2-TZVPD basis.

ORCA input file:
```
! wB97M-V def2-TZVPD RIJCOSX def2/J DEFGRID3
* xyz 0 1
Cd -1.07 -0.63 -1.56
N -1.40 1.67 -1.60
C -0.95 2.12 -0.27
C -1.54 1.17 0.79
O -2.27 1.65 1.65
N -1.21 -0.13 0.61
C -2.09 -1.13 1.18
C -2.98 -1.89 0.13
O -3.65 -2.81 0.57
O -2.95 -1.49 -1.11
H -2.42 1.72 -1.61
H -1.08 2.31 -2.32
H 0.14 2.10 -0.25
H -1.29 3.12 -0.04
H -1.53 -1.89 1.71
H -2.78 -0.68 1.89
S 0.62 -2.44 -1.22
C 1.81 -1.37 -0.67
N 1.53 -0.61 0.43
C 2.46 0.18 0.99
C 3.72 0.23 0.45
C 3.93 -0.52 -0.72
N 3.00 -1.28 -1.26
H 0.47 -0.53 0.75
H 2.15 0.77 1.84
H 4.50 0.84 0.88
H 4.88 -0.48 -1.24
*
```

Output
Gap between HOMO and LUMO, eV: 6.98
Energy relative to the best compared isomer or geometry (same formula, charge and spin), kJ/mol: 0.0
Lowest unoccupied orbital energy, eV: -1.188